[1]
119
Properties=species:S:1:pos:R:3:lowdin_charge:R:1 method="wB97M-V/def2-TZVPD" lumo_ha="0.039 / 0.068" relative_energy_kcal_mol=129.23 charge=-1 energy_ev=-118483.8459 multiplicity=1
Pb -1.36334 0.67667 1.30437 1.504
O 1.64655 3.56918 -0.67136 -0.036
C 1.51080 2.44370 -0.20814 -0.559
N 1.09310 2.06882 1.00190 -0.007
C 0.82581 3.15868 1.90994 -0.241
C 1.55635 2.81258 3.13843 -0.291
C 2.89942 3.14353 3.33190 -0.013
C 3.49436 2.88164 4.56527 -0.075
C 2.71957 2.30429 5.57660 -0.088
C 1.49132 1.81780 5.20097 -0.143
N 0.92782 2.07865 4.01673 0.139
C 1.91577 1.32036 -1.08169 -0.173
C 2.29646 1.61621 -2.36352 0.015
C 2.54727 0.49075 -3.28634 -0.231
C 2.95452 -0.79439 -2.54795 -0.162
C 1.75893 -0.93937 -1.61980 -0.230
N 1.89138 -0.00663 -0.51086 0.059
H -0.28584 3.25634 2.02362 0.055
H 1.12736 4.08596 1.41766 0.109
H 3.52292 3.56710 2.49675 0.130
H 4.43944 3.26355 4.78874 0.076
H 3.00818 2.09153 6.62068 0.104
H 0.93375 1.14145 5.87587 0.110
H 2.50765 2.65982 -2.61852 0.110
H 3.28670 0.67325 -4.04469 0.142
H 2.97828 -1.58430 -3.34898 0.164
H 1.68790 -1.97890 -1.33414 0.126
O -0.99464 -0.45630 3.36257 -0.196
C -1.60961 -0.19345 4.46290 -0.153
C -2.18561 1.02501 4.93038 -0.098
C -2.44488 1.18771 6.28714 0.056
C -2.70502 2.44981 6.87024 -0.183
C -2.90798 3.55682 6.07186 0.001
C -2.75052 3.43635 4.71963 0.007
C -2.26555 2.27932 4.04639 -0.291
O -1.97980 2.34859 2.80342 -0.281
N -2.83164 2.41349 8.27550 -0.356
O -3.26540 3.45979 8.78298 0.039
O -2.54183 1.36461 8.86678 0.028
H -1.65218 -1.05373 5.12869 0.130
H -2.46817 0.32485 6.95851 0.129
H -3.14252 4.51722 6.46503 0.113
H -2.92682 4.35099 4.16438 0.119
C -0.94995 -3.76713 0.55086 -0.186
N -0.59006 -2.76138 -0.45811 -0.238
P 3.48097 -2.79473 1.73904 1.064
C 3.81572 -4.25146 0.76636 -0.527
C 2.77516 -5.19680 0.54384 -0.099
C 3.09583 -6.52799 0.31762 -0.102
C 4.41452 -6.90988 0.06010 -0.120
C 5.43568 -5.99229 0.18754 -0.111
C 5.18188 -4.68259 0.63282 -0.107
C 3.64009 -1.69503 0.39004 -0.459
C 3.13938 -0.27163 0.47739 -0.224
C 4.28469 0.60317 0.10220 -0.056
C 4.76219 0.36527 -1.08961 -0.050
C 4.33510 -0.90073 -1.82005 -0.203
C 4.12310 -2.00268 -0.83932 -0.058
P -1.55142 -2.06196 -1.41008 0.923
C -0.46628 -1.62665 -2.84525 -0.233
C -0.63853 -2.20111 -4.06598 -0.077
C 0.27366 -1.80419 -5.12623 -0.085
C 1.17591 -0.80192 -4.96430 -0.074
C 1.18215 0.10690 -3.82533 -0.229
C 0.54215 -0.54488 -2.52789 -0.164
C -2.87647 -2.97319 -2.09439 -0.338
C -4.18701 -2.46344 -2.25584 -0.073
C -5.14724 -3.13519 -2.95806 -0.107
C -4.96324 -4.41424 -3.43391 -0.091
C -3.68023 -4.93274 -3.36473 -0.090
C -2.66910 -4.25856 -2.65299 -0.099
H -0.15807 -3.81106 1.36807 0.068
H -0.94684 -4.75735 0.11538 0.052
H -1.91126 -3.59307 1.03071 0.054
H 1.75513 -4.79623 0.59714 0.078
H 2.32685 -7.33427 0.29461 0.110
H 4.63736 -7.99097 -0.11826 0.110
H 6.45576 -6.27451 0.00271 0.089
H 5.96671 -3.92920 0.82307 0.105
H 2.69156 -0.07353 1.45048 0.112
H 4.55310 1.41675 0.79061 0.120
H 5.40199 1.09216 -1.64873 0.128
H 5.06070 -1.14525 -2.58331 0.134
H 4.22942 -3.03467 -1.16589 0.115
H -1.43313 -2.95381 -4.16905 0.084
H 0.23934 -2.33268 -6.11173 0.106
H 1.85671 -0.55304 -5.79652 0.116
H 0.64651 1.03795 -4.06637 0.139
H 0.05233 0.28657 -1.98827 0.134
H -4.43582 -1.41066 -2.03538 0.110
H -6.11855 -2.62352 -3.10541 0.116
H -5.77402 -5.04574 -3.86415 0.115
H -3.38996 -5.86189 -3.73377 0.076
H -1.62435 -4.65725 -2.61295 0.122
F -5.52734 -0.81207 0.85663 0.198
B -4.19994 -0.66217 0.94611 -1.319
F -3.55377 -1.88146 1.43470 0.028
F -3.84190 0.32097 1.94574 0.004
F -3.54704 -0.30845 -0.25142 -0.020
C 0.39716 3.97845 -3.82717 -0.079
C -0.48973 5.08394 -3.18484 -0.238
N -0.94042 4.74416 -1.86001 -0.012
C -1.89118 3.77071 -1.57973 -0.699
S -2.27227 3.36161 0.04918 0.680
N -2.69274 3.32549 -2.59529 -0.003
C -3.74863 2.34836 -2.39071 -0.287
C -5.00321 2.79509 -1.66697 -0.110
H 0.46073 4.02119 -4.91907 0.071
H 0.07286 2.98923 -3.52707 0.050
H 1.43317 4.15893 -3.53930 0.059
H -1.35541 5.28046 -3.89104 0.112
H 0.03872 6.04286 -3.07907 0.117
H -0.19442 4.80380 -1.16494 0.109
H -2.62920 3.73566 -3.52760 0.128
H -3.31136 1.56892 -1.77583 0.071
H -3.94164 1.96626 -3.39864 0.117
H -4.69173 3.47261 -0.87211 0.018
H -5.56604 1.94430 -1.19630 0.092
H -5.72505 3.36406 -2.32391 0.078


[2]
115
Properties=species:S:1:pos:R:3:mulliken_spin:R:1 method="wB97M-V/def2-TZVPD" lumo_ha="-0.117 / -0.123" relative_energy_kcal_mol=17.86 charge=+1 energy_ev=-107415.7639 multiplicity=2
Ir 0.16845 0.99736 -0.51573 0.147
C 0.00154 3.32588 3.12449 -0.001
C -0.31681 4.58899 2.64062 0.000
C -0.47635 4.77137 1.28069 -0.002
C -0.32186 3.68944 0.41461 0.005
C -0.00321 2.41331 0.88639 0.005
C 0.15426 2.25223 2.25985 0.002
C -0.44147 3.78772 -1.03285 -0.011
C -0.92608 4.94897 -1.68095 0.001
C -1.06445 4.96261 -3.02647 -0.005
C -0.66998 3.83334 -3.77883 0.009
C -0.75327 3.81926 -5.18735 0.000
C -0.30772 2.74394 -5.90187 0.001
C 0.25871 1.65475 -5.21945 0.002
C 0.33255 1.63624 -3.85284 0.045
C -0.15240 2.71180 -3.09540 -0.067
N -0.08639 2.70210 -1.71302 -0.007
H 0.14233 3.17911 4.18862 0.000
H -0.42792 5.42368 3.31941 0.000
H -0.70851 5.75818 0.90272 0.000
H 0.41904 1.29128 2.67698 -0.001
H -1.21540 5.79809 -1.08182 0.000
H -1.46337 5.82925 -3.53931 0.000
H -1.16491 4.68819 -5.68625 0.000
H -0.36284 2.74107 -6.98217 0.000
H 0.67805 0.82377 -5.77315 0.000
H 0.81980 0.81495 -3.36378 -0.007
C 0.91719 -1.70336 6.68623 0.000
C 1.12980 -2.68750 5.54730 0.000
N 0.65672 -2.16329 4.26009 0.001
C 1.53723 -1.53299 3.45619 -0.002
C 1.22743 -0.95087 2.26395 -0.002
C 2.32957 -0.24989 1.49267 0.006
O 3.45719 -0.32409 1.95759 0.004
O 2.00700 0.34445 0.40904 0.026
C -0.09966 -1.03838 1.79361 0.000
O -0.50067 -0.60982 0.69136 0.005
C -1.07555 -1.68253 2.66799 0.001
C -2.41925 -1.71119 2.27661 0.001
C -3.33638 -2.27529 3.11144 0.000
F -4.62789 -2.36356 2.73432 0.000
C -2.98143 -2.78888 4.36566 0.001
C -1.65829 -2.76656 4.74922 0.001
C -0.68101 -2.22047 3.90088 0.000
N -3.95939 -3.33434 5.25761 0.000
C -4.26402 -4.73830 5.04430 0.000
C -4.94828 -5.30103 6.27474 0.000
N -6.18045 -4.48170 6.56580 0.000
C -5.85030 -3.01724 6.72586 0.000
C -5.16789 -2.55137 5.45699 0.000
H 1.23887 -2.14540 7.62900 0.000
H -0.13083 -1.41714 6.77984 0.000
H 1.49950 -0.79729 6.51968 0.000
H 0.63826 -3.64188 5.73401 0.000
H 2.18877 -2.90500 5.42343 0.000
H 2.56857 -1.49214 3.78705 0.000
H -2.72140 -1.28586 1.32690 -0.001
H -1.40937 -3.14120 5.73129 0.000
H -3.34309 -5.29526 4.87851 0.000
H -4.90426 -4.89403 4.15955 0.000
H -4.30930 -5.21517 7.15168 0.000
H -5.26008 -6.33476 6.14005 0.000
H -6.65348 -4.83524 7.39755 0.000
H -6.83692 -4.58334 5.78740 0.000
H -5.19315 -2.93955 7.58982 0.000
H -6.78184 -2.48701 6.91325 0.000
H -4.91275 -1.49760 5.56153 0.000
H -5.87332 -2.62942 4.61749 0.000
S 3.50965 -0.38278 -3.58898 0.019
P 3.82567 1.48455 -3.08871 -0.028
S 2.80559 2.23639 -1.45806 0.771
C 5.51787 1.79036 -2.51671 0.034
C 6.08884 3.05686 -2.62741 0.012
C 7.36146 3.28597 -2.12797 -0.013
C 8.06168 2.25581 -1.51590 0.022
C 7.49096 0.99508 -1.40161 -0.008
C 6.21932 0.75990 -1.89775 0.031
C 3.60783 2.62135 -4.49599 -0.011
C 4.05063 2.20449 -5.74950 0.001
C 3.92568 3.04393 -6.84526 0.000
C 3.35359 4.30121 -6.69798 -0.001
C 2.91004 4.71801 -5.45197 0.001
C 3.03763 3.88108 -4.35161 0.004
H 5.54786 3.85941 -3.11285 -0.004
H 7.80733 4.26757 -2.22032 -0.001
H 9.05565 2.43580 -1.12719 0.001
H 8.03735 0.19342 -0.92257 0.000
H 5.76233 -0.21785 -1.81415 0.001
H 4.47942 1.21647 -5.86258 0.000
H 4.27414 2.71664 -7.81641 0.000
H 3.25224 4.95331 -7.55613 0.000
H 2.45996 5.69561 -5.33360 0.000
H 2.68601 4.19905 -3.37761 -0.007
N 0.24578 -0.69535 -1.89961 0.015
C -0.13414 -1.44129 -2.68957 -0.003
N -0.57454 -2.25676 -3.62090 0.000
C -1.87534 -2.91228 -3.42183 0.000
C -1.64877 -4.30509 -2.86069 0.000
O -0.77000 -5.04399 -3.68812 0.000
C 0.50798 -4.43323 -3.77321 0.000
C 0.40355 -3.04832 -4.38577 0.000
H -2.36534 -2.97116 -4.39485 0.000
H -2.48542 -2.30056 -2.75786 0.000
H -2.58552 -4.85909 -2.81729 0.000
H -1.23352 -4.23010 -1.84541 0.000
H 1.12811 -5.08170 -4.38960 0.000
H 0.95692 -4.36258 -2.77317 0.000
H 0.04188 -3.11293 -5.41321 0.000
H 1.35994 -2.52690 -4.37811 0.000
B -4.45663 0.70523 -0.41944 0.000
C -2.91821 0.87576 -0.72321 0.013
N -1.77620 0.96301 -0.84824 -0.012
H -4.76670 -0.40016 -0.82264 0.000
H -5.05943 1.58129 -0.98945 0.001
H -4.55075 0.78324 0.79045 0.001


- Among the records above, which one has the highest charge?
  C49H49BFIrN7O4PS2


- Which value of charge does entry 2 give?
  +1